[1]
Computed, not measured: a molecular structure, C26H21N5NaO2, with ωB97M-V/def2-TZVPD.

Last column: Löwdin charge in e.
Cartesian coordinates (Å):
Na1 -0.277 -0.482 0.285  0.34
O1 1.379 1.134 3.655  -0.04
C1 1.065 0.209 2.879  -0.52
N1 -0.119 -0.220 2.480  0.05
C2 -1.288 0.271 3.093  -0.21
C3 -1.376 0.451 4.477  -0.04
C4 -2.567 0.804 5.093  -0.13
C5 -3.707 0.999 4.322  -0.13
C6 -3.635 0.849 2.944  -0.04
C7 -2.445 0.485 2.306  -0.21
N2 -2.366 0.248 0.915  0.06
C8 -3.051 1.008 0.079  -0.51
O2 -3.807 1.979 0.276  -0.04
C9 -2.864 0.618 -1.396  -0.18
C10 -3.676 1.236 -2.347  -0.01
C11 -3.542 0.895 -3.679  -0.07
C12 -2.594 -0.054 -4.042  -0.08
C13 -1.821 -0.612 -3.040  -0.16
N3 -1.947 -0.288 -1.748  0.09
C14 2.233 -0.578 2.270  -0.19
C15 3.501 -0.406 2.824  -0.02
C16 4.562 -1.139 2.326  -0.08
C17 4.339 -2.019 1.273  -0.09
C18 3.055 -2.104 0.764  -0.16
N4 2.024 -1.409 1.244  0.11
H1 -0.480 0.316 5.068  0.10
H2 -2.601 0.935 6.169  0.08
H3 -4.644 1.286 4.786  0.08
H4 -4.508 1.034 2.334  0.10
H5 -4.384 1.972 -1.993  0.11
H6 -4.167 1.359 -4.434  0.10
H7 -2.453 -0.354 -5.073  0.09
H8 -1.063 -1.355 -3.269  0.09
H9 3.605 0.304 3.633  0.11
H10 5.554 -1.031 2.751  0.10
H11 5.138 -2.617 0.854  0.09
H12 2.836 -2.761 -0.074  0.10
C19 3.057 0.212 -1.834  -0.10
C20 3.222 0.939 -0.662  -0.10
C21 2.250 1.846 -0.264  -0.08
C22 1.119 2.038 -1.050  -0.08
C23 0.949 1.307 -2.220  -0.10
C24 1.917 0.389 -2.610  -0.09
H13 3.804 -0.515 -2.128  0.10
H14 4.089 0.768 -0.035  0.10
H15 2.358 2.383 0.671  0.11
H16 0.362 2.747 -0.739  0.11
H17 0.058 1.446 -2.819  0.09
H18 1.778 -0.197 -3.511  0.10
C25 -2.316 -3.031 -0.019  -0.06
C26 -1.201 -3.293 -0.929  -0.28
N5 -0.332 -3.470 -1.662  0.14
H19 -2.886 -3.944 0.142  0.08
H20 -2.951 -2.254 -0.439  0.07
H21 -1.950 -2.656 0.937  0.08

Forces on atoms 1 to 6 (eV/Å):
0.139 -0.195 -0.498
0.090 -0.119 0.027
-0.142 0.052 0.005
-0.051 0.157 0.368
0.122 -0.043 0.002
-0.012 0.019 0.021

Values from the calculation:
E_LUMO, hartree: 0.0798
Net charge: -1

[2]
Computed, not measured: a molecular structure, C26H21N5O5ReS6Se, with ωB97M-V/def2-TZVPD.

Last column: Mulliken spin population.
Cartesian coordinates (Å):
Re1 0.872 1.214 0.575  0.01
C1 1.585 -2.000 -1.456  0.00
C2 1.829 -2.037 0.025  0.00
N1 0.859 -2.384 0.783  0.00
N2 1.077 -2.563 2.125  0.00
C3 1.194 -1.588 2.941  0.00
S1 1.316 0.149 2.767  0.00
S2 1.415 -2.074 4.656  0.00
C4 -0.266 -1.699 5.267  0.00
C5 -1.337 -2.498 4.579  0.00
C6 -2.276 -1.853 3.785  0.00
C7 -3.244 -2.586 3.108  0.00
C8 -3.288 -3.965 3.233  0.00
C9 -2.359 -4.615 4.039  0.00
C10 -1.388 -3.884 4.702  0.00
C11 3.173 -1.641 0.531  0.00
C12 4.081 -2.538 1.076  0.00
C13 5.314 -2.100 1.538  0.00
C14 5.636 -0.749 1.456  0.00
C15 4.735 0.160 0.926  0.00
C16 3.494 -0.281 0.472  0.00
O1 2.620 0.570 -0.083  0.00
H1 0.531 -2.186 -1.654  0.00
H2 2.189 -2.764 -1.955  0.00
H3 1.872 -1.032 -1.873  0.00
H4 -0.456 -0.630 5.167  0.00
H5 -0.209 -1.941 6.330  0.00
H6 -2.254 -0.774 3.698  0.00
H7 -3.953 -2.068 2.475  0.00
H8 -4.038 -4.537 2.699  0.00
H9 -2.385 -5.694 4.137  0.00
H10 -0.640 -4.391 5.303  0.00
H11 3.803 -3.582 1.155  0.00
H12 6.014 -2.804 1.970  0.00
H13 6.593 -0.397 1.823  0.00
H14 4.957 1.219 0.882  0.00
S3 -1.137 0.217 0.946  0.00
S4 -2.746 0.472 -0.327  0.00
S5 -3.593 2.373 0.481  0.00
S6 -2.411 3.793 -0.169  0.00
N3 -4.192 3.470 -8.690  0.13
C17 -3.491 3.262 -7.790  -0.01
C18 -2.627 3.015 -6.698  0.23
C19 -1.257 2.720 -6.914  0.00
C20 -0.413 2.481 -5.863  0.06
C21 -0.892 2.529 -4.535  0.21
C22 -2.257 2.812 -4.303  0.06
C23 -3.096 3.050 -5.358  0.01
N4 -0.030 2.258 -3.463  -0.04
C24 1.355 2.394 -3.476  0.04
C25 1.796 2.046 -2.247  -0.03
N5 0.717 1.694 -1.460  0.03
C26 -0.372 1.838 -2.229  0.14
H15 -0.879 2.670 -7.928  0.01
H16 0.621 2.227 -6.060  0.04
H17 -2.630 2.886 -3.287  0.03
H18 -4.135 3.287 -5.168  0.01
H19 1.879 2.761 -4.338  0.01
H20 2.799 2.013 -1.866  0.00
H21 -1.376 1.633 -1.908  0.03
O2 -3.459 2.196 1.974  0.00
Se1 -1.729 2.436 3.543  0.00
O3 -1.961 3.928 4.100  0.00
O4 0.845 2.719 1.292  0.01
O5 -2.396 1.363 4.541  0.00

Forces on atoms 1 to 6 (eV/Å):
-0.178 0.820 0.289
0.010 0.024 0.009
-0.186 -0.103 0.276
0.215 0.078 -0.092
0.027 0.265 0.035
0.079 -0.277 -0.235

Values from the calculation:
E_LUMO (alpha / beta), hartree: 0.1424 / 0.1437
Net charge: -2
2S+1: 2

[3]
Computed, not measured: a molecular structure, C26H22AsBrCl5N3OS2Ti, with ωB97M-V/def2-TZVPD.

Last column: Mulliken spin population.
Cartesian coordinates (Å):
Ti1 0.954 1.122 0.037  1.14
O1 -1.344 -0.770 -4.944  0.00
C1 -1.047 -0.587 -3.645  0.01
C2 -1.429 -1.499 -2.652  0.01
C3 -1.093 -1.253 -1.343  0.05
N1 -0.431 -0.134 -1.020  0.01
C4 -0.036 0.665 -1.969  0.49
Br1 1.577 2.861 -1.715  0.30
C5 -0.316 0.553 -3.304  0.00
H1 -1.829 -1.594 -5.066  0.00
H2 -1.972 -2.400 -2.909  0.00
H3 -1.366 -1.924 -0.537  0.00
H4 0.032 1.258 -4.043  0.01
S1 0.742 -0.545 1.900  -0.01
C6 -0.892 -1.095 1.890  0.00
N2 -1.957 -0.420 1.590  0.00
C7 -3.100 -1.197 1.699  0.00
C8 -4.401 -0.762 1.446  0.00
C9 -5.451 -1.647 1.598  0.00
C10 -5.229 -2.965 2.002  0.00
C11 -3.947 -3.415 2.263  0.00
C12 -2.892 -2.525 2.105  0.00
S2 -1.194 -2.773 2.357  0.00
H5 -4.573 0.263 1.145  0.00
H6 -6.463 -1.313 1.407  0.00
H7 -6.066 -3.640 2.118  0.00
H8 -3.771 -4.433 2.585  0.00
Cl1 3.292 -0.070 -0.417  0.00
C13 3.681 1.052 0.878  0.00
C14 2.606 1.805 1.301  -0.02
C15 2.870 2.686 2.338  -0.02
Cl2 1.566 3.654 2.953  0.00
C16 4.137 2.812 2.907  0.00
Cl3 4.419 3.924 4.189  0.00
C17 5.190 2.026 2.428  0.00
Cl4 6.762 2.170 3.114  0.00
C18 4.966 1.123 1.394  0.00
Cl5 6.229 0.131 0.778  0.00
C19 4.155 -3.726 -2.471  0.00
C20 3.893 -2.770 -3.439  0.00
C21 2.759 -1.984 -3.301  0.00
N3 1.907 -2.098 -2.283  0.00
C22 2.171 -3.020 -1.359  0.00
C23 3.275 -3.857 -1.409  0.00
H9 5.033 -4.355 -2.541  0.00
H10 4.554 -2.626 -4.282  0.00
H11 2.525 -1.218 -4.033  0.00
H12 1.477 -3.072 -0.526  0.00
H13 3.443 -4.582 -0.624  0.00
C24 -0.880 4.598 0.411  0.01
As1 -1.079 2.694 0.753  0.00
C25 -1.786 2.696 2.569  0.00
C26 -2.643 2.355 -0.356  0.01
H14 -1.788 5.125 0.704  0.00
H15 -0.692 4.746 -0.650  0.00
H16 -0.032 4.985 0.974  0.00
H17 -1.500 3.624 3.061  0.00
H18 -1.372 1.851 3.111  0.00
H19 -2.871 2.612 2.545  0.00
H20 -3.490 2.952 -0.019  0.00
H21 -2.884 1.297 -0.310  0.00
H22 -2.397 2.628 -1.383  0.00

Forces on atoms 1 to 6 (eV/Å):
0.081 -0.127 0.633
-0.019 -0.024 -0.042
0.085 0.124 0.079
-0.004 0.002 0.024
-0.235 0.061 -0.032
0.386 0.019 -0.221

Values from the calculation:
E_LUMO (alpha / beta), hartree: -0.0065 / -0.0690
Net charge: 0
2S+1: 3

[4]
Computed, not measured: a molecular structure, C26H22BrCsF6N8O2PS2Se2Te in a non-equilibrium geometry, with ωB97M-V/def2-TZVPD.

Last column: Mulliken spin population.
Cartesian coordinates (Å):
Cs1 1.631 1.363 -0.715  0.00
Br1 -3.770 -2.176 1.022  0.00
C1 -3.003 -2.134 -0.740  0.00
C2 -2.861 -3.321 -1.428  0.00
C3 -2.339 -3.223 -2.710  -0.01
C4 -2.024 -1.980 -3.225  0.00
C5 -2.170 -0.859 -2.418  0.00
N1 -2.656 -0.947 -1.174  0.00
C6 -1.791 0.526 -2.964  0.00
O1 -1.918 0.650 -4.183  0.00
O2 -1.384 1.386 -2.132  0.00
H1 -3.117 -4.265 -0.973  0.00
H2 -2.169 -4.119 -3.294  0.01
H3 -1.630 -1.845 -4.221  0.00
Se1 1.148 -3.323 -1.184  0.46
Se2 3.897 -2.753 0.261  0.48
C7 3.902 -1.400 1.588  0.01
C8 4.938 -1.437 2.545  0.00
C9 4.998 -0.489 3.538  0.01
C10 4.020 0.501 3.585  0.00
C11 3.055 0.476 2.600  0.00
N2 2.982 -0.429 1.620  0.00
C12 1.313 -2.196 -2.712  -0.02
C13 1.354 -2.722 -4.007  0.01
C14 1.360 -1.848 -5.085  0.00
C15 1.350 -0.479 -4.863  0.03
C16 1.355 -0.048 -3.548  -0.01
N3 1.339 -0.880 -2.515  0.03
H4 5.680 -2.221 2.478  -0.01
H5 5.798 -0.513 4.270  0.00
H6 4.001 1.270 4.343  0.00
H7 2.287 1.240 2.602  0.00
H8 1.369 -3.793 -4.151  0.00
H9 1.372 -2.239 -6.096  0.00
H10 1.338 0.238 -5.671  0.00
H11 1.360 1.010 -3.290  0.00
C17 -4.859 1.686 -0.516  0.00
C18 -4.009 2.869 -0.248  0.00
N4 -4.335 4.106 -0.448  0.00
N5 -3.207 4.801 -0.101  0.00
C19 -2.179 4.025 0.299  0.00
S1 -0.640 4.508 0.698  0.00
N6 -2.728 2.776 0.241  0.00
N7 -2.019 1.596 0.502  0.00
H12 -5.755 2.009 -1.040  0.00
H13 -5.146 1.182 0.409  0.00
H14 -4.309 0.969 -1.127  0.00
H15 -3.153 5.795 -0.224  0.00
H16 -2.705 0.901 0.794  0.00
H17 -1.685 1.281 -0.441  0.00
Te1 -0.678 1.721 2.862  0.00
C20 -1.333 -0.201 3.425  0.00
C21 -2.509 -0.379 4.148  0.00
C22 -2.915 -1.656 4.503  0.00
C23 -2.145 -2.755 4.138  0.00
C24 -0.972 -2.580 3.420  0.00
C25 -0.563 -1.304 3.062  0.01
H18 -3.105 0.481 4.429  0.00
H19 -3.830 -1.795 5.065  0.00
H20 -2.466 -3.753 4.411  0.00
H21 -0.375 -3.434 3.129  0.00
H22 0.348 -1.168 2.489  -0.01
F1 4.062 1.734 -1.515  0.00
P1 5.094 2.215 -2.713  0.00
F2 5.933 3.063 -1.621  0.00
F3 4.139 3.506 -2.965  0.00
F4 6.088 2.704 -3.891  0.00
F5 6.012 0.926 -2.430  0.00
F6 4.212 1.371 -3.777  0.00
S2 0.167 1.626 7.385  0.00
C26 0.230 1.947 5.822  0.00
N8 0.318 2.206 4.671  0.00

Forces on atoms 1 to 6 (eV/Å):
-0.828 0.109 0.903
0.021 0.033 -0.075
-0.045 0.059 0.123
0.034 0.014 -0.016
0.024 -0.022 -0.010
0.093 0.027 -0.029

Values from the calculation:
E_LUMO (alpha / beta), hartree: 0.1265 / 0.1264
Net charge: -2
2S+1: 2